1.
{
  "formula": "C23H15BF13NOS4W",
  "method": "wB97M-V/def2-TZVPD",
  "elements": ["W", "S", "C", "C", "C", "C", "C", "C", "S", "C", "C", "C", "C", "C", "C", "C", "S", "C", "C", "C", "C", "C", "C", "S", "N", "H", "H", "H", "H", "H", "H", "H", "H", "H", "H", "H", "H", "H", "H", "H", "F", "B", "F", "F", "F", "F", "C", "F", "F", "C", "O", "C", "F", "F", "F", "C", "F", "F", "F"],
  "coordinates": [[0.06549, 0.64124, -0.14758], [2.24459, 0.49704, -1.20898], [2.03609, -0.40876, -2.71558], [3.04209, -1.23096, -3.21148], [2.89999, -1.82396, -4.45288], [1.77809, -1.57636, -5.22948], [0.76599, -0.76106, -4.74908], [0.88739, -0.21536, -3.47998], [-0.45001, 0.78824, -2.79638], [-1.79001, -0.49096, -2.85208], [-2.74211, -0.23796, -1.73268], [-4.09711, -0.10516, -1.98348], [-4.97321, 0.03904, -0.91888], [-4.46311, -0.04366, 0.36192], [-3.09051, -0.18636, 0.54452], [-2.61821, -0.42566, 1.94142], [-0.85241, -0.07586, 2.26722], [-0.21581, -1.75486, 2.46052], [-0.18721, -2.31626, 3.73042], [0.31779, -3.59316, 3.90562], [0.79729, -4.30726, 2.81742], [0.76329, -3.75456, 1.54972], [0.27329, -2.46606, 1.36682], [0.31329, -1.76856, -0.26528], [-2.21961, -0.21646, -0.48148], [3.93029, -1.38996, -2.62388], [3.68309, -2.46286, -4.82648], [1.69149, -2.01036, -6.21218], [-0.09221, -0.53256, -5.36078], [-2.29081, -0.42806, -3.81818], [-1.31401, -1.47196, -2.74268], [-4.46411, -0.11496, -2.99638], [-6.02791, 0.18604, -1.08318], [-5.11791, -0.00406, 1.21642], [-3.19051, 0.18004, 2.64572], [-2.77341, -1.47666, 2.19942], [-0.56201, -1.75276, 4.56942], [0.32079, -4.03276, 4.88882], [1.19939, -5.29916, 2.94932], [1.11719, -4.30096, 0.68972], [-0.32191, 5.17024, -0.81188], [-0.38651, 4.02794, -1.37608], [-1.34441, 3.65274, -2.16318], [0.55139, 3.08514, -1.13698], [-1.22871, 1.98204, -0.05138], [0.99089, 4.41144, 1.73152], [0.91689, 3.34624, 2.50722], [-0.34931, 2.87114, 2.39182], [1.12479, 3.68734, 3.75522], [1.83579, 2.20034, 1.97972], [1.12049, 1.58374, 0.98542], [2.12909, 1.10464, 3.05212], [1.17299, 1.04194, 3.97092], [2.07889, -0.08376, 2.37902], [3.28419, 1.20204, 3.64882], [3.17409, 2.74614, 1.38212], [2.89729, 3.34944, 0.22942], [3.77179, 3.59644, 2.18832], [3.98779, 1.72934, 1.12272]],
  "homo_lumo_gap_ev": [5.56, 5.56],
  "e_above_lowest_kcal_mol": 35.4,
  "lumo_ev": [-8.6, -8.6],
  "total_charge": 2,
  "e_homo_ev": [-14.2, -14.2]
}

2.
{
  "formula": "C23H15Cl2FN4O2S",
  "method": "wB97M-V/def2-TZVPD",
  "elements": ["O", "O", "F", "Cl", "Cl", "N", "S", "C", "C", "C", "C", "C", "C", "C", "C", "C", "C", "C", "C", "C", "C", "C", "C", "C", "C", "C", "C", "C", "N", "N", "N", "C", "C", "H", "H", "H", "H", "H", "H", "H", "H", "H", "H", "H", "H", "H", "H", "H"],
  "coordinates": [[3.42864, -2.16174, 0.08471], [-2.90188, 1.44881, 1.52113], [5.18358, 1.04052, 2.27920], [7.47127, -4.20367, 3.09391], [-1.74379, -1.79270, 0.25460], [-4.11146, -1.31302, -3.48873], [-2.09523, 0.88576, -4.45835], [3.81607, -1.33871, 0.88594], [-2.34938, 1.23265, 0.41074], [-3.85301, -0.33804, -2.65402], [-1.30333, 2.28326, -3.72136], [-1.60252, 2.59550, -2.43950], [-2.87618, 0.63560, -2.89759], [-5.75076, -1.45454, -1.88867], [-2.49516, 1.62998, -1.91511], [-4.82910, -0.48594, -1.63620], [6.76007, -0.33323, 2.99082], [7.32841, -1.51361, 3.22286], [5.81860, -2.57541, 1.83061], [0.02324, 1.76202, 0.79740], [1.32018, 1.33984, 1.11390], [0.73335, -0.97263, 0.78955], [5.65717, -0.22769, 2.15971], [6.92317, -2.69269, 2.62357], [-0.51889, -0.60009, 0.41037], [5.14047, -1.38648, 1.57829], [-0.92820, 0.76255, 0.41519], [1.73765, 0.01449, 1.02219], [-5.36751, -1.86190, -3.17982], [3.05069, -0.26776, 1.20534], [-3.03579, 1.77320, -0.67821], [-5.14861, 0.39365, -0.46538], [-4.52321, 1.77137, -0.61842], [-0.72434, 3.00515, -4.30564], [-1.44590, 3.50884, -1.87892], [-6.63602, -1.73955, -1.35118], [7.17809, 0.45111, 3.55718], [8.13409, -1.56206, 3.92722], [5.37491, -3.50891, 1.45863], [-0.30434, 2.73192, 0.96896], [1.96724, 2.17806, 1.48594], [0.81135, -1.98752, 0.84419], [-5.88844, -2.52794, -3.82862], [3.55443, 0.46972, 1.66232], [-6.15640, 0.52300, -0.46842], [-5.06246, -0.22930, 0.46199], [-4.82205, 2.34718, 0.28677], [-4.93866, 2.29094, -1.46906]],
  "homo_lumo_gap_ev": 7.83,
  "lumo_ev": 0.0,
  "smiles": "O=C(Nc1ccc(C(=O)N2CCc3c[nH]nc3-c3sccc32)c(Cl)c1)c1cc(Cl)ccc1F",
  "total_charge": 0,
  "e_homo_ev": -7.8
}

3.
{
  "formula": "C23H15ClN3OPdS",
  "method": "wB97M-V/def2-TZVPD",
  "elements": ["Pd", "Cl", "C", "C", "C", "C", "O", "C", "C", "N", "C", "C", "C", "C", "C", "C", "C", "C", "N", "C", "C", "H", "H", "H", "H", "H", "H", "H", "H", "H", "H", "S", "C", "N", "C", "C", "C", "C", "C", "C", "H", "H", "H", "H", "H"],
  "coordinates": [[0.24630, -0.04116, -1.11758], [5.33769, -0.58913, 3.65040], [4.34612, -1.00850, 2.25901], [4.96723, -1.46757, 1.08371], [4.22032, -1.79470, -0.01100], [2.77627, -1.70070, -0.03250], [2.10885, -1.93163, -1.06528], [2.18460, -1.24792, 1.20906], [0.76937, -1.05807, 1.36269], [-0.16253, -1.48135, 0.55932], [-1.47721, -1.43244, 0.98143], [-1.90788, -1.85136, 2.21882], [-3.28403, -1.87108, 2.54012], [-4.23132, -1.48423, 1.63931], [-3.82610, -1.03704, 0.35333], [-4.74384, -0.60314, -0.63352], [-4.28549, -0.17380, -1.84089], [-2.88963, -0.16023, -2.06931], [-2.01449, -0.54205, -1.17848], [-2.46074, -0.99855, 0.02853], [2.98518, -0.89229, 2.30796], [6.04792, -1.54774, 1.05521], [4.69481, -2.12920, -0.92590], [0.46844, -0.52979, 2.27932], [-1.17961, -2.20947, 2.93480], [-3.58519, -2.21379, 3.52290], [-5.28643, -1.50972, 1.88218], [-5.80502, -0.61517, -0.41103], [-4.95930, 0.16319, -2.61698], [-2.48484, 0.19022, -3.01304], [2.51004, -0.51941, 3.20951], [-1.42036, 3.41075, -2.39527], [-0.80524, 2.41387, -3.69455], [0.21681, 1.68917, -3.46091], [0.61105, 1.82604, -2.09729], [1.83194, 1.33205, -1.53326], [2.29875, 1.94779, -0.33952], [1.59530, 2.94695, 0.28627], [0.38394, 3.43696, -0.24796], [-0.07885, 2.88648, -1.41307], [-1.29734, 2.43758, -4.65948], [2.51179, 0.73348, -2.12865], [3.23988, 1.60925, 0.07783], [1.98333, 3.37660, 1.20183], [-0.15048, 4.24081, 0.24195]],
  "homo_lumo_gap_ev": 6.17,
  "lumo_ev": 2.5,
  "total_charge": -1,
  "e_homo_ev": -3.7
}

4.
{
  "formula": "C23H15IN2O4Sc",
  "method": "wB97M-V/def2-TZVPD",
  "elements": ["Sc", "O", "C", "O", "C", "C", "C", "C", "C", "C", "C", "C", "C", "N", "H", "H", "H", "H", "H", "H", "N", "C", "C", "C", "C", "C", "C", "H", "H", "H", "H", "H", "I", "C", "C", "C", "C", "C", "C", "C", "O", "O", "H", "H", "H", "H"],
  "coordinates": [[-0.74554, -0.30333, -0.33877], [-3.02629, 1.11726, -3.46138], [-2.17948, 0.78968, -2.64744], [-2.27009, -0.08773, -1.72231], [-0.81638, 1.50205, -2.72614], [-0.66788, 2.59940, -3.59915], [0.53682, 3.23514, -3.64607], [1.59911, 2.80157, -2.81356], [2.86313, 3.43080, -2.78635], [3.83073, 2.99744, -1.92216], [3.57656, 1.92238, -1.04846], [2.36811, 1.28198, -1.06282], [1.36070, 1.70843, -1.95228], [0.15171, 1.07308, -1.94329], [-1.52084, 2.88811, -4.19425], [0.69811, 4.08364, -4.30070], [3.04307, 4.26711, -3.45129], [4.79534, 3.48713, -1.89392], [4.33938, 1.60939, -0.34859], [2.16773, 0.47119, -0.37144], [-0.89877, 0.69719, 1.24306], [0.00244, 1.13035, 2.14473], [1.24289, 0.46637, 2.37892], [2.19479, 0.97202, 3.24530], [1.97433, 2.15089, 3.95309], [0.75075, 2.79547, 3.78466], [-0.20947, 2.30117, 2.92525], [1.42448, -0.48849, 1.88832], [3.12151, 0.42306, 3.38074], [2.72154, 2.54135, 4.63277], [0.54035, 3.70302, 4.34248], [-1.15579, 2.81579, 2.80551], [-5.74965, -6.13456, 0.81089], [-3.89969, -5.16212, 0.74001], [-3.71344, -4.11128, -0.14196], [-2.48108, -3.47370, -0.18518], [-1.44496, -3.87858, 0.64790], [-1.65292, -4.93767, 1.52379], [-2.87616, -5.58278, 1.57726], [-0.08731, -3.19915, 0.63104], [0.82803, -3.64998, 1.29401], [-0.01656, -2.15965, -0.13726], [-4.51453, -3.78601, -0.79142], [-2.33627, -2.66577, -0.89096], [-0.83373, -5.23840, 2.16347], [-3.03477, -6.40325, 2.26394]],
  "homo_lumo_gap_ev": 5.08,
  "e_above_lowest_kcal_mol": 22.6,
  "lumo_ev": 1.7,
  "total_charge": -1,
  "e_homo_ev": -3.4
}